Entry 1:
Molecular formula: C30H47O15Y
Method: DFT, wB97M-V/def2-TZVPD

Properties
Total charge: +2
Electronic energy (eV): -63611.0268
E_HOMO (eV): -12.9

Cartesian coordinates (Å):
Y1 0.63208 -2.05207 -4.67830
C1 1.53423 -0.64163 -0.34431
C2 0.38159 -0.87977 -1.31128
O1 0.77119 -1.34421 -2.57778
H1 1.91536 0.38123 -0.40590
H2 2.37897 -1.29386 -0.57737
H3 1.22365 -0.77098 0.69175
H4 -0.21554 0.03553 -1.40806
H5 -0.30331 -1.59761 -0.83976
O2 -1.69155 -1.53546 -4.14208
C3 -2.64397 -0.82587 -3.76458
O3 -3.84331 -1.32088 -3.84569
C4 -4.84191 -0.36382 -3.38772
C5 -4.03340 0.69550 -2.64899
C6 -2.66878 0.61508 -3.34468
H6 -5.52501 -0.85950 -2.70461
H7 -5.40228 0.07265 -4.21063
H8 -3.92499 0.53052 -1.57614
H9 -4.55233 1.65288 -2.68191
H10 -1.90406 0.82539 -2.59648
H11 -2.56911 1.29235 -4.19433
O4 0.34525 3.72665 0.85792
C7 -0.84179 3.55106 0.77404
O5 -1.75044 4.27181 1.45693
C8 -3.07955 3.98115 1.00367
C9 -2.87292 3.22597 -0.31873
C10 -1.55123 2.53911 -0.11222
H12 -3.71936 4.85041 0.87105
H13 -3.61331 3.37297 1.73883
H14 -2.87659 3.92505 -1.15692
H15 -3.70935 2.54985 -0.50757
H16 -0.95370 2.35996 -1.00231
H17 -1.55796 1.64507 0.52365
O6 -2.44695 2.40156 5.40623
C11 -1.71674 1.56567 4.97342
O7 -1.40862 0.44574 5.64761
C12 -0.61568 -0.45160 4.87374
C13 -0.61536 0.10071 3.44171
C14 -1.06883 1.55625 3.59107
H18 -1.09039 -1.42688 4.95439
H19 0.40384 -0.58719 5.23573
H20 -1.34183 -0.41972 2.80406
H21 0.36233 -0.08037 2.99737
H22 -1.81244 1.80916 2.84134
H23 -0.27028 2.29456 3.67445
O8 -2.10504 -3.26136 3.81810
C15 -2.29027 -3.34605 2.65410
O9 -1.45214 -4.05116 1.85176
C16 -1.80274 -4.00077 0.47159
C17 -2.97231 -3.00502 0.37989
C18 -3.41101 -2.73521 1.82657
H24 -2.10092 -4.97733 0.08918
H25 -0.91692 -3.67457 -0.07662
H26 -3.80842 -3.45281 -0.15594
H27 -2.67855 -2.04403 -0.04728
H28 -4.37934 -3.12522 2.12795
H29 -3.41393 -1.67028 2.05758
O10 3.42396 5.30299 -3.15908
C19 2.88616 4.26390 -3.01386
O11 3.59326 3.08955 -2.98357
C20 2.69066 2.00091 -2.96029
C21 1.39126 2.52905 -2.37320
C22 1.39598 3.98092 -2.89432
H30 3.10420 1.16515 -2.39526
H31 2.48242 1.64514 -3.98615
H32 1.38054 2.43373 -1.28842
H33 0.53374 2.00344 -2.80863
H34 0.91274 4.65501 -2.19444
H35 0.98150 4.05949 -3.89944
O12 4.11124 -3.20511 -1.02873
C23 3.47466 -4.14896 -0.65819
O13 4.04206 -5.31115 -0.31688
C24 3.06525 -6.26207 0.16930
C25 1.69910 -5.70610 -0.24361
C26 1.98446 -4.20788 -0.44817
H36 3.14945 -6.34496 1.25127
H37 3.27957 -7.22215 -0.28948
H38 0.94347 -5.82499 0.52945
H39 1.37385 -6.12290 -1.19668
H40 1.77568 -3.60280 0.43758
H41 1.43809 -3.81237 -1.30189
O14 2.22599 1.59193 3.28551
C27 3.09423 1.67299 2.45826
O15 3.91260 0.63574 2.15671
C28 4.80436 1.00714 1.08298
C29 4.83127 2.53884 1.06426
C30 3.49894 2.91973 1.68779
H42 4.38078 0.58827 0.16617
H43 5.78799 0.57559 1.24023
H44 4.83850 2.84696 0.01549
H45 5.72050 2.95275 1.52955
H46 2.70762 3.08847 0.95459
H47 3.49990 3.74511 2.39364

---

Entry 2:
Molecular formula: C30H48BF3N5O21S
Method: DFT, wB97M-V/def2-TZVPD

Properties
Total charge: +1
Electronic energy (eV): -101990.7464
E_HOMO (eV): -11.0

Cartesian coordinates (Å):
C1 4.60348 0.46257 2.92770
B1 3.43492 0.32826 1.78562
O1 2.14576 -0.25791 2.11619
N1 3.76544 0.83585 0.38435
C2 5.09224 0.53032 -0.24263
C3 6.25434 1.56436 0.11294
C4 6.24448 2.89177 -0.82024
S1 6.96898 2.51429 -2.51302
C5 2.85659 1.55987 -0.28634
N2 2.98392 2.16312 -1.59883
C6 1.76406 2.82632 -1.90149
C7 1.53246 3.62602 -3.24542
F1 2.67827 3.59061 -4.06744
F2 1.30945 5.00223 -2.99066
F3 0.40562 3.11891 -3.90843
N3 0.83746 2.65867 -0.82882
O2 -0.43505 3.08476 -0.69394
C8 -1.34321 1.92743 -0.88284
C9 -2.30468 1.68001 0.36815
N4 -3.74573 1.53125 0.00783
C10 -4.08039 0.14253 -0.42545
C11 -5.54706 -0.35161 -0.02213
C12 -6.66049 0.79256 0.01346
O3 -5.96853 -1.28817 -1.07446
N5 1.52569 1.93397 0.10581
H1 4.10216 0.31134 3.93792
H2 5.41656 -0.29916 2.69152
H3 4.99434 1.55235 2.89378
H4 1.65713 0.40728 2.65496
H5 4.94082 0.48259 -1.36890
H6 5.40423 -0.50578 0.14109
H7 7.24727 1.03803 -0.14105
H8 6.32576 1.84629 1.21026
H9 7.00635 3.60010 -0.33705
H10 5.20520 3.36480 -0.89227
H11 6.03640 1.78663 -3.23950
H12 -0.74995 0.95476 -1.04182
H13 -1.98981 2.04439 -1.82096
H14 -2.24270 2.63345 1.01485
H15 -1.98291 0.81104 1.03960
H16 -4.24036 1.65216 0.91412
H17 -3.34156 -0.62493 0.02138
H18 -3.99033 0.09555 -1.56900
H19 -5.57986 -0.96634 0.95024
H20 -6.32570 1.79421 -0.40022
H21 -7.54127 0.43733 -0.62956
H22 -7.08170 0.86681 1.08153
H23 -5.23249 -1.89525 -1.29522
H24 1.03626 1.72440 0.98388
C13 5.56898 -0.52809 7.35810
C14 7.03143 -0.63286 7.66280
O4 7.63287 -0.56385 6.37459
C15 6.75629 0.07582 5.55654
O5 7.01562 0.44822 4.44712
O6 5.54810 0.23966 6.15822
H25 5.01220 -0.02688 8.15067
H26 5.11122 -1.50177 7.16360
H27 7.39502 0.20296 8.26775
H28 7.28609 -1.56804 8.16137
C16 -8.44493 1.32632 -4.80882
C17 -8.33114 0.51404 -3.56153
O7 -8.52150 1.47524 -2.52991
C18 -9.22076 2.51085 -3.07459
O8 -9.69251 3.41118 -2.44466
O9 -9.31422 2.38546 -4.42742
H29 -8.86468 0.75751 -5.63514
H30 -7.48608 1.75256 -5.11968
H31 -9.11351 -0.24530 -3.48606
H32 -7.35774 0.03049 -3.46538
C19 6.48685 5.68169 3.47672
C20 6.30154 4.79052 4.66733
O10 5.10516 4.08643 4.35449
C21 4.97111 4.10468 3.00463
O11 4.16103 3.45949 2.39737
O12 5.86980 4.94310 2.42808
H33 7.53785 5.86888 3.25453
H34 5.97090 6.63963 3.58530
H35 7.11604 4.06981 4.78268
H36 6.19145 5.35186 5.59569
C22 9.48588 -5.06215 7.41274
C23 9.09169 -4.58124 6.04868
O13 7.68487 -4.40808 6.16589
C24 7.41201 -4.22233 7.48453
O14 6.34610 -3.88139 7.91205
O15 8.50344 -4.47130 8.25505
H37 10.48748 -4.73752 7.69674
H38 9.42490 -6.14983 7.50775
H39 9.54659 -3.61920 5.79572
H40 9.33102 -5.30257 5.26655
C25 -6.78887 -1.21167 -7.95717
C26 -7.57773 -2.34526 -8.53979
O16 -8.37319 -2.77984 -7.44272
C27 -8.48626 -1.73051 -6.58800
O17 -9.22883 -1.70618 -5.64414
O18 -7.65027 -0.71176 -6.94130
H41 -6.56470 -0.43773 -8.69208
H42 -5.85491 -1.54460 -7.49586
H43 -8.23857 -2.02358 -9.34958
H44 -6.94102 -3.15307 -8.90212
C28 -8.99303 -6.32765 -4.32320
C29 -8.67986 -5.34011 -5.40673
O19 -7.27295 -5.47652 -5.56595
C30 -6.93638 -6.71753 -5.11985
O20 -5.85967 -7.21696 -5.26477
O21 -7.98288 -7.31547 -4.48913
H45 -9.98609 -6.76529 -4.43153
H46 -8.90282 -5.89478 -3.32275
H47 -9.16838 -5.58727 -6.35352
H48 -8.94187 -4.31828 -5.12935

---

Entry 3:
Molecular formula: C30H48BFINO5
Method: DFT, wB97M-V/def2-TZVPD

Properties
Total charge: 0
Electronic energy (eV): -55112.5995
SMILES string: CCOB(O)C1=CC(=O)c2c(CC(=O)F)cc([C@@H](I)CC)c(CN)c2C1=O.CCCCCC.CCCCCC
Energy relative to the best compared isomer or geometry (same formula, charge and spin) (eV): 0.793
E_HOMO (eV): -9.4

Cartesian coordinates (Å):
C1 1.91791 -1.01827 -1.04372
C2 2.71779 0.25773 -1.39518
O1 2.45535 0.76308 -2.70920
B1 1.19367 1.29548 -2.88872
O2 0.47946 0.82605 -3.99408
C3 0.52229 2.34551 -1.90140
C4 1.21590 3.25572 -1.23101
C5 0.48750 4.17547 -0.28330
O3 0.83598 5.31504 -0.07722
C6 -0.70171 3.54000 0.39977
C7 -1.07101 3.88149 1.67183
C8 -0.33384 4.92966 2.50099
C9 -0.60186 6.36287 2.07232
O4 0.25396 7.20370 2.07686
F1 -1.85864 6.72952 1.71288
C10 -2.14270 3.22691 2.24150
C11 -2.86598 2.25510 1.61591
C12 -4.01830 1.49788 2.24568
I1 -3.20032 -0.47042 2.78627
C13 -4.57941 2.11318 3.55382
C14 -6.11060 2.35389 3.43974
C15 -2.51204 1.93880 0.29110
C16 -3.27555 0.90530 -0.51082
N1 -4.52251 1.49390 -1.07760
C17 -1.44693 2.57647 -0.29065
C18 -0.99209 2.30089 -1.71779
O5 -1.74210 2.10219 -2.63954
H1 1.34648 -1.43413 -1.87849
H2 2.59348 -1.80255 -0.68632
H3 1.24249 -0.82102 -0.20182
H4 2.54258 1.00269 -0.61300
H5 3.77962 -0.00410 -1.36956
H6 0.26491 -0.09534 -3.80461
H7 2.29314 3.30468 -1.38093
H8 0.74238 4.77752 2.51864
H9 -0.74974 4.84063 3.51321
H10 -2.38401 3.52126 3.25862
H11 -4.80824 1.36685 1.50780
H12 -4.09175 3.03841 3.86159
H13 -4.43459 1.40790 4.37437
H14 -6.39110 3.12095 4.16436
H15 -6.64703 1.43176 3.68579
H16 -6.37373 2.61954 2.41184
H17 -2.69727 0.51006 -1.34649
H18 -3.56927 0.04640 0.10076
H19 -4.73288 2.39008 -0.65558
H20 -5.28779 0.86319 -0.87127
C19 0.74487 -4.97534 7.50828
C20 0.70878 -4.46553 6.07093
C21 -0.34416 -3.38324 5.83759
C22 -1.79048 -3.82419 6.07008
C23 -2.24843 -5.01564 5.22997
C24 -2.21945 -4.74213 3.72993
H21 -0.19570 -5.44992 7.79234
H22 1.53600 -5.71718 7.62888
H23 0.94224 -4.15864 8.20588
H24 0.55177 -5.30464 5.38751
H25 1.69001 -4.05082 5.82375
H26 -0.23855 -3.00306 4.81687
H27 -0.13244 -2.53425 6.49556
H28 -2.44826 -2.97244 5.86608
H29 -1.93296 -4.06432 7.12765
H30 -3.27226 -5.26810 5.51868
H31 -1.64153 -5.89726 5.45367
H32 -2.85259 -3.88730 3.48024
H33 -2.59207 -5.60742 3.17940
H34 -1.20774 -4.53752 3.37556
C25 3.11366 1.41178 -6.13439
C26 2.78460 0.03884 -6.70806
C27 3.48902 -1.10426 -5.97917
C28 5.01696 -1.07392 -6.04517
C29 5.60584 -1.07763 -7.45498
C30 5.26415 -2.33368 -8.25071
H35 4.17621 1.64437 -6.23009
H36 2.55708 2.18743 -6.66368
H37 2.83950 1.46080 -5.08368
H38 3.02413 0.01814 -7.77534
H39 1.70516 -0.11852 -6.63500
H40 3.12600 -2.05552 -6.38112
H41 3.18914 -1.09011 -4.92602
H42 5.40413 -1.93956 -5.49699
H43 5.38682 -0.19328 -5.51191
H44 6.69384 -1.00171 -7.37479
H45 5.27730 -0.19322 -8.00747
H46 5.61836 -3.22920 -7.73534
H47 5.73994 -2.30242 -9.23243
H48 4.18915 -2.43127 -8.40982

---

Entry 4:
Molecular formula: C30H48BN2O2
Method: DFT, wB97M-V/def2-TZVPD

Properties
Total charge: +1
Electronic energy (eV): -39630.1656
Energy relative to the best compared isomer or geometry (same formula, charge and spin) (eV): 0.000
E_HOMO (eV): -9.7

Cartesian coordinates (Å):
C1 2.56416 -5.03463 0.92433
C2 1.81338 -4.48589 0.15012
C3 0.92051 -3.74536 -0.73882
C4 0.92558 -2.25752 -0.29774
C5 0.27093 -2.05999 1.09095
C6 -1.04878 -1.27925 1.11907
C7 -0.91475 0.24136 0.99030
C8 -2.06188 0.96299 1.72742
C9 -3.44513 0.59949 1.18024
C10 -3.86419 1.43939 -0.03657
C11 -5.41478 1.35917 -0.20353
C12 -5.86368 1.09963 -1.64599
C13 -5.92609 -0.38250 -2.06587
C14 -6.46832 -1.36391 -0.99865
C15 -5.35773 -2.34111 -0.54202
C16 -5.42065 -3.64977 -1.37226
C17 -6.22593 -4.74337 -0.62756
C18 0.44936 -1.39322 -1.50414
O1 1.62973 -1.43013 -2.32549
B1 2.68797 -1.09228 -1.40128
O2 2.27465 -1.77966 -0.12124
H1 3.37947 -5.50058 1.41746
H2 -0.08508 -4.16786 -0.66297
H3 1.25728 -3.88700 -1.76495
H4 0.99390 -1.66689 1.79919
H5 0.03265 -3.06364 1.46237
H6 -1.49217 -1.46220 2.10453
H7 -1.75333 -1.71224 0.40687
H8 -0.98703 0.57920 -0.04144
H9 0.00783 0.58768 1.45977
H10 -1.94098 2.04113 1.57791
H11 -1.99508 0.81104 2.80712
H12 -3.52901 -0.45007 0.89848
H13 -4.19025 0.79507 1.95387
H14 -3.42611 1.07834 -0.96971
H15 -3.60320 2.48825 0.10037
H16 -5.82732 0.66855 0.52816
H17 -5.79735 2.34549 0.07234
H18 -6.79378 1.62145 -1.86897
H19 -5.11023 1.56937 -2.28593
H20 -6.60564 -0.43278 -2.91985
H21 -4.96589 -0.73481 -2.44168
H22 -6.98108 -0.87588 -0.17311
H23 -7.21751 -1.97896 -1.49958
H24 -4.37094 -1.91795 -0.74382
H25 -5.40105 -2.58832 0.51860
H26 -5.85086 -3.47531 -2.35770
H27 -4.39478 -3.98515 -1.52862
H28 -6.65741 -4.32871 0.28207
H29 -7.05171 -5.14299 -1.21512
H30 -5.57795 -5.57784 -0.36553
H31 -0.29265 -1.94324 -2.08288
H32 0.30413 -0.32924 -1.33861
H33 2.76941 0.11793 -1.07796
H34 3.81579 -1.46364 -1.74708
C19 4.66612 -2.32872 0.33181
N1 4.72457 -0.86096 0.41168
C20 4.47118 -0.26299 1.58057
C21 4.52559 1.10444 1.69718
C22 4.85361 1.87664 0.58685
C23 5.09539 1.22840 -0.61347
C24 5.02252 -0.14784 -0.67728
C25 4.96198 3.34809 0.67567
C26 6.14450 3.99989 0.33690
C27 6.21102 5.37279 0.37966
N2 5.14238 6.09947 0.74254
C28 3.99359 5.49812 1.09710
C29 3.87973 4.13061 1.07493
C30 5.20746 7.57872 0.74064
H35 3.66910 -2.62228 0.66808
H36 5.44086 -2.74470 0.97649
H37 4.81735 -2.64908 -0.69078
H38 4.22660 -0.90383 2.41476
H39 4.32615 1.55607 2.65921
H40 5.33222 1.78002 -1.51258
H41 5.19806 -0.68835 -1.59098
H42 7.02246 3.44342 0.03966
H43 7.11127 5.90910 0.11876
H44 3.17276 6.14017 1.38363
H45 2.93482 3.67981 1.34694
H46 4.95696 7.93674 1.73560
H47 4.49565 7.94840 0.00692
H48 6.20964 7.89624 0.47463

---

Entry 5:
Molecular formula: C30H48BrN5O4PS2Y
Method: DFT, wB97M-V/def2-TZVPD

Properties
Total charge: 0
Electronic energy (eV): -149579.9383
Energy relative to the best compared isomer or geometry (same formula, charge and spin) (eV): 0.612
E_HOMO (eV): -8.0

Cartesian coordinates (Å):
Y1 -1.60443 -0.72667 -0.30586
C1 -0.73029 5.15714 -4.30338
C2 -1.46557 3.98907 -3.73153
C3 -2.58670 4.19171 -2.92459
C4 -3.26792 3.12103 -2.37738
C5 -2.83697 1.82554 -2.64352
C6 -1.74022 1.60767 -3.45128
C7 -1.05833 2.69214 -3.98762
S1 -3.67728 0.47722 -1.83938
O1 -5.06443 0.45309 -2.21444
O2 -2.88385 -0.72694 -2.24166
N1 -3.36411 0.74504 -0.32542
C8 -4.35873 0.40267 0.67611
C9 -3.88560 -0.71763 1.63489
O3 -4.37485 -0.81064 2.74161
O4 -2.96608 -1.48947 1.15675
H1 -1.36055 5.70457 -5.00036
H2 0.16417 4.83818 -4.83319
H3 -0.43397 5.84839 -3.51745
H4 -2.91682 5.19943 -2.71804
H5 -4.11800 3.27644 -1.73508
H6 -1.41961 0.60039 -3.66188
H7 -0.19447 2.51620 -4.60999
H8 -5.29499 0.07290 0.20832
H9 -4.59056 1.28719 1.28781
C10 3.03721 0.52324 -0.01061
C11 2.43318 1.71585 0.74163
C12 3.45989 2.26168 1.72492
C13 2.17209 2.77879 -0.33040
P1 0.75456 1.15857 1.41713
N2 0.08746 0.25804 0.34565
C14 1.02795 0.20501 3.03795
C15 2.11101 -0.84375 2.77538
C16 -0.24435 -0.56928 3.40654
C17 1.44071 1.03429 4.25460
C18 -0.27629 2.69967 1.81907
C19 -1.47179 2.28440 2.68550
C20 0.45520 3.82104 2.56388
C21 -0.85509 3.26162 0.51578
H10 3.86115 0.87984 -0.62219
H11 2.28529 0.08040 -0.65949
H12 3.43418 -0.23862 0.65171
H13 4.32275 2.62103 1.16122
H14 3.82104 1.49930 2.41159
H15 3.08011 3.09809 2.30921
H16 3.08474 2.92050 -0.90481
H17 1.90210 3.74348 0.08555
H18 1.39226 2.45337 -1.01266
H19 1.90129 -1.39307 1.85836
H20 2.12160 -1.54855 3.60560
H21 3.10457 -0.41138 2.70453
H22 -0.70041 -1.05768 2.53614
H23 -1.00743 0.05043 3.86549
H24 0.01447 -1.34446 4.13136
H25 2.32018 1.64432 4.07203
H26 1.67522 0.35694 5.07631
H27 0.63778 1.68172 4.59611
H28 -1.18884 2.07143 3.71528
H29 -1.98829 1.41621 2.27885
H30 -2.18692 3.10577 2.71119
H31 0.91330 3.48332 3.49419
H32 -0.26879 4.59484 2.82109
H33 1.22181 4.29027 1.95509
H34 -1.27913 2.47046 -0.10980
H35 -0.12340 3.81434 -0.06555
H36 -1.65823 3.94864 0.76896
S2 0.32314 -1.50522 -2.75742
C22 1.29276 -2.82346 -2.38637
N3 1.38866 -3.87401 -3.21318
C23 2.27520 -4.99162 -2.99300
C24 2.44441 -5.20462 -1.49534
C25 2.88968 -3.89787 -0.84270
N4 1.98945 -2.84140 -1.23869
H37 0.86388 -3.79757 -4.06952
H38 3.24674 -4.80155 -3.46525
H39 1.83562 -5.87233 -3.46921
H40 3.17771 -5.98565 -1.30827
H41 1.49360 -5.52342 -1.06620
H42 3.91486 -3.64668 -1.14140
H43 2.86655 -3.97472 0.24716
H44 1.90361 -2.00379 -0.67687
Br1 -0.87823 -7.85133 0.28777
C26 -0.95247 -5.97056 0.12683
C27 -0.39291 -5.16548 1.10742
C28 -0.44885 -3.79296 0.92474
N5 -0.98835 -3.22233 -0.14934
C29 -1.53793 -4.00758 -1.07456
C30 -1.54821 -5.39103 -0.98341
H45 0.06249 -5.58648 1.98865
H46 -0.03680 -3.12405 1.66890
H47 -1.97307 -3.50787 -1.93192
H48 -2.00552 -5.99121 -1.75463